Below is 9 unconnected molecules or ions with the total composition C56H122BF4N6O6 at a distorted geometry, with properties calculated with ωB97M-V with the def2-TZVPD basis set.

Last column: Löwdin charge in e.
Positions of all 195 atoms, in Å:
C  -0.75613  6.17458  -3.20896  -0.065
C  0.76520  5.56314  -3.32608  -0.162
C  0.61802  4.38393  -4.36868  -0.138
N  1.91464  3.74040  -4.81736  -0.250
C  2.64172  4.68075  -5.83854  -0.091
C  3.91357  4.07740  -6.39491  -0.179
C  3.60881  2.86117  -7.17841  -0.225
C  2.91046  1.82291  -6.35183  -0.141
C  1.60050  2.41913  -5.67901  -0.034
C  2.80890  3.36490  -3.61815  0.047
H  -1.45404  5.37550  -2.95892  0.064
H  -1.17167  6.66099  -4.09148  0.072
H  -0.72199  6.84727  -2.35198  0.067
H  1.11374  5.28066  -2.33269  0.099
H  1.43874  6.32105  -3.72609  0.093
H  0.22016  4.80331  -5.29277  0.128
H  0.03798  3.56224  -3.94858  0.134
H  1.94471  4.83485  -6.66227  0.138
H  2.79374  5.58746  -5.25298  0.123
H  4.37723  4.79479  -7.07202  0.138
H  4.57045  3.88734  -5.54610  0.119
H  3.10751  3.12233  -8.11040  0.129
H  4.49520  2.43897  -7.65185  0.130
H  2.58972  1.00201  -6.99319  0.128
H  3.60844  1.37717  -5.64313  0.115
H  0.88941  2.72760  -6.44536  0.127
H  1.15578  1.71448  -4.97632  0.127
H  3.36978  4.29392  -3.51599  0.101
H  3.55865  2.62606  -3.90117  0.094
H  2.17530  3.13955  -2.76033  0.112
C  -7.23401  4.16746  7.35938  -0.098
C  -6.66440  4.32591  5.93713  -0.206
C  -6.76991  2.95645  5.10227  -0.054
N  -6.28583  3.03255  3.59174  -0.233
C  -7.33082  3.93626  2.78014  -0.079
C  -7.01324  3.93261  1.27855  -0.165
C  -5.61176  4.52348  1.15521  -0.184
C  -4.48732  3.89465  2.03736  -0.157
C  -4.87740  3.76339  3.51323  -0.062
C  -6.21144  1.60981  3.06477  0.017
H  -8.32266  4.20978  7.32523  0.076
H  -6.92442  4.92502  8.07934  0.082
H  -6.99940  3.23932  7.88054  0.084
H  -5.60286  4.53372  6.07152  0.099
H  -7.13643  5.21534  5.51976  0.104
H  -7.79473  2.60683  4.97723  0.126
H  -6.03713  2.24302  5.47927  0.132
H  -7.18561  4.93490  3.19211  0.118
H  -8.37495  3.73596  3.02051  0.132
H  -7.60825  4.70979  0.79890  0.125
H  -7.18512  2.95355  0.83135  0.112
H  -5.59163  5.59075  1.37572  0.118
H  -5.36141  4.46097  0.09619  0.111
H  -3.51083  4.36968  1.94282  0.119
H  -4.17315  2.94504  1.60418  0.108
H  -5.16379  4.72549  3.93801  0.113
H  -4.16848  3.21634  4.13474  0.145
H  -5.84573  1.65153  2.03879  0.085
H  -7.20490  1.17012  3.15301  0.113
H  -5.47465  1.03867  3.62960  0.116
C  7.31232  -0.35388  -1.21577  -0.101
C  6.59248  -1.53998  -0.58394  -0.235
C  6.80524  -2.90006  -1.31800  -0.074
N  6.37810  -4.17296  -0.49451  -0.205
C  6.14522  -5.39180  -1.44779  -0.082
C  7.42788  -5.92466  -2.05255  -0.174
C  8.52739  -6.18129  -1.05251  -0.159
C  8.73143  -5.05482  0.03399  -0.145
C  7.45512  -4.50655  0.52628  -0.152
C  5.05944  -3.73891  0.21336  0.028
H  6.99238  -0.12620  -2.23257  0.081
H  8.36806  -0.57284  -1.37566  0.076
H  7.30328  0.51831  -0.56209  0.077
H  5.53985  -1.28253  -0.70142  0.106
H  6.82202  -1.47458  0.47961  0.106
H  7.83393  -3.09080  -1.62383  0.118
H  6.22978  -2.94867  -2.24244  0.141
H  5.51800  -5.07329  -2.28041  0.138
H  5.57818  -6.12161  -0.86991  0.135
H  7.78143  -5.05168  -2.60119  0.109
H  7.22348  -6.72315  -2.76582  0.140
H  9.41066  -6.29758  -1.68053  0.120
H  8.33290  -7.14749  -0.58698  0.118
H  9.32043  -4.22089  -0.34777  0.117
H  9.22308  -5.53069  0.88247  0.131
H  7.71416  -3.64056  1.13542  0.133
H  6.97712  -5.14393  1.27016  0.140
H  5.23444  -2.96399  0.95968  0.096
H  4.58548  -4.58649  0.70842  0.103
H  4.38464  -3.39948  -0.57247  0.115
C  1.15580  6.35547  3.27264  -0.095
C  1.73106  5.00623  3.65942  -0.208
C  3.31175  5.08444  3.88311  -0.095
N  3.92292  3.69489  4.16853  -0.238
C  3.43918  3.00203  5.51677  -0.031
C  3.87879  3.82881  6.75986  -0.155
C  5.37440  4.05053  6.73540  -0.188
C  5.90424  4.69201  5.43355  -0.168
C  5.49288  3.90994  4.21331  -0.108
C  3.73458  2.72722  2.97209  0.032
H  0.07728  6.37047  3.42968  0.079
H  1.30049  6.72339  2.25686  0.076
H  1.62407  7.07182  3.94768  0.079
H  1.45989  4.16597  3.02025  0.102
H  1.36806  4.77958  4.66189  0.108
H  3.50815  5.85252  4.63116  0.124
H  3.80732  5.34439  2.94773  0.123
H  2.37447  2.80411  5.39286  0.132
H  4.02691  2.08406  5.51701  0.130
H  3.45966  4.82048  6.93020  0.118
H  3.59660  3.26936  7.65176  0.131
H  5.68740  4.78906  7.47344  0.124
H  5.83450  3.08657  6.95263  0.122
H  5.69199  5.76108  5.42245  0.118
H  6.99335  4.69619  5.47734  0.126
H  5.68057  4.43290  3.27556  0.122
H  5.98882  2.94553  4.10346  0.130
H  2.66193  2.57886  3.09668  0.093
H  4.31460  1.85025  3.25948  0.100
H  4.00759  3.10498  1.98676  0.112
C  -0.28319  -7.84419  -0.42005  -0.086
C  -0.57645  -6.68143  0.55799  -0.235
C  -1.34394  -7.15254  1.82380  -0.099
N  -1.93791  -5.97570  2.67269  -0.223
C  -2.62183  -6.63581  3.92892  -0.064
C  -3.55951  -5.64789  4.70415  -0.153
C  -4.57401  -5.03779  3.79405  -0.195
C  -3.93608  -4.25831  2.61300  -0.151
C  -3.02940  -5.19436  1.81374  -0.089
C  -0.89250  -4.91872  3.14961  0.060
H  0.18056  -8.72773  0.01859  0.080
H  0.51583  -7.53823  -1.09536  0.078
H  -1.16577  -8.11482  -0.99962  0.078
H  -0.86578  -5.75142  0.06864  0.107
H  0.41022  -6.41356  0.93591  0.096
H  -0.67202  -7.74011  2.44941  0.140
H  -2.21854  -7.66896  1.42822  0.124
H  -3.13435  -7.56836  3.69273  0.133
H  -1.71188  -6.90095  4.46725  0.118
H  -4.13612  -6.16858  5.46868  0.130
H  -3.04289  -4.80313  5.15976  0.124
H  -5.12722  -5.87553  3.36950  0.116
H  -5.27566  -4.33810  4.24818  0.126
H  -4.56487  -3.83105  1.83186  0.119
H  -3.37827  -3.40258  2.99336  0.116
H  -3.54071  -6.04673  1.36639  0.126
H  -2.48836  -4.70630  1.00308  0.117
H  -0.35774  -4.60070  2.25463  0.102
H  -0.34292  -5.34552  3.98860  0.108
H  -1.43988  -4.07127  3.56228  0.095
C  -2.30466  -1.20137  -8.67263  -0.063
C  -3.12383  -1.94415  -7.61191  -0.242
C  -3.19736  -1.11599  -6.39938  -0.176
N  -3.97131  -1.58548  -5.18912  -0.232
C  -3.92911  -0.52571  -4.02594  -0.077
C  -4.89715  -0.79820  -2.87619  -0.162
C  -6.31462  -1.08568  -3.33442  -0.209
C  -6.40121  -2.06648  -4.42723  -0.174
C  -5.44861  -1.75139  -5.59991  -0.066
C  -3.37872  -2.83381  -4.59385  0.022
H  -2.44689  -1.67865  -9.64220  0.086
H  -1.23527  -1.16991  -8.46401  0.087
H  -2.74104  -0.20819  -8.77878  0.080
H  -2.64530  -2.85516  -7.25250  0.118
H  -4.09532  -2.29497  -7.96009  0.114
H  -3.68412  -0.15267  -6.55160  0.132
H  -2.14745  -1.01905  -6.12298  0.148
H  -4.26201  0.38392  -4.52580  0.125
H  -2.90599  -0.29501  -3.72913  0.141
H  -4.84266  0.06293  -2.21017  0.125
H  -4.49009  -1.58026  -2.23526  0.115
H  -6.79515  -0.16393  -3.66240  0.124
H  -6.93885  -1.35320  -2.48185  0.126
H  -7.42970  -2.14514  -4.77954  0.134
H  -6.21656  -3.07562  -4.05893  0.119
H  -5.70207  -0.79598  -6.05931  0.141
H  -5.50562  -2.54130  -6.34884  0.131
H  -3.95963  -3.21756  -3.75517  0.097
H  -2.33898  -2.79922  -4.26852  0.126
H  -3.45158  -3.61798  -5.34742  0.108
B  2.09357  -3.18420  -4.58255  -1.532
F  2.40469  -2.20314  -3.74144  0.156
F  3.23937  -3.49432  -5.24184  0.134
F  1.73135  -4.27397  -3.82566  0.101
F  1.07399  -2.95157  -5.43396  0.142
O  -0.16535  -1.11781  -0.17175  0.058
C  -0.37311  -0.01636  0.52419  -0.974
O  -0.05006  1.05936  -0.01467  -0.108
O  -1.02469  -0.07636  1.55999  -0.051
H  0.33099  -0.66722  -0.85893  0.081
O  -1.04960  -0.09177  6.52153  0.027
C  -2.01673  -0.23313  7.43416  -0.951
O  -3.08765  -0.70190  7.05517  -0.080
O  -1.76249  0.14582  8.59389  -0.062
H  -1.62082  -0.15299  5.75240  0.070

The HOMO energy comes out at -9.570 eV. As for the charge: +3. As for the energy: -92800.90946 eV. The value obtained for the molar mass is 1062.43 g mol⁻¹. The HOMO-LUMO gap comes out at 0.1682 Ha.